Entry from OMol25: a single C3H4N4O molecule in a non-equilibrium geometry (ωB97M-V/def2-TZVPD).

Computed properties:
Charge   0
Orbital gap   8.75 eV
Highest occupied orbital energy   -8.8 eV
Structure (SMILES)   C=Nn1cnc(=O)[nH]1

CARTESIAN COORDINATES (ANGSTROEM)
1 C 0.5790 -1.7834 -1.3820
2 C -0.6497 -0.2533 0.9805
3 C -0.5537 1.9107 1.1168
4 H -0.2357 -2.2986 -0.9714
5 H 1.3041 -2.2379 -1.9607
6 H -0.5015 -1.3771 1.3645
7 H 0.5870 1.5859 -1.2259
8 N 0.8400 -0.7146 -0.7693
9 N -0.1107 0.0402 -0.2140
10 N -0.9691 0.7578 1.6680
11 N 0.0706 1.3669 -0.1822
12 O -0.3603 3.0036 1.5757